[1]
{"formula": "C12H19Cl2NO3TcTe4", "method": "wB97M-V/def2-TZVPD", "e_homo_ev": [-6.76, -6.96], "s_squared": 0.762, "relative_energy_kcal_mol": 0.0, "multiplicity": 2, "orbital_gap_ev": [5.91, 6.28], "symbols": ["Tc", "Te", "Te", "Te", "Te", "C", "O", "C", "C", "O", "C", "H", "H", "H", "H", "H", "H", "H", "H", "H", "H", "Cl", "C", "C", "C", "C", "C", "Cl", "C", "N", "H", "H", "H", "C", "C", "O", "H", "H", "H", "H", "H", "H"], "positions_angstrom": [[0.082, 0.467, -0.189], [1.564, 2.394, 0.758], [3.796, 2.568, -0.800], [4.158, -0.131, -0.939], [1.758, -0.602, -2.066], [-2.225, 2.083, 1.544], [-1.217, 1.072, 1.586], [-1.599, -0.085, 2.329], [-0.346, -0.886, 2.546], [0.222, -1.169, 1.261], [1.209, -2.215, 1.307], [-2.436, 2.421, 2.561], [-3.136, 1.700, 1.085], [-1.830, 2.907, 0.954], [-2.337, -0.664, 1.765], [-2.022, 0.218, 3.290], [-0.596, -1.828, 3.038], [0.386, -0.332, 3.141], [0.777, -3.068, 1.829], [2.107, -1.849, 1.806], [1.430, -2.478, 0.279], [-3.802, -0.393, -0.814], [-3.537, 1.153, -1.572], [-4.629, 1.881, -1.993], [-4.427, 3.118, -2.591], [-3.141, 3.603, -2.761], [-2.052, 2.862, -2.335], [-0.462, 3.471, -2.587], [-2.218, 1.615, -1.715], [-1.152, 0.841, -1.340], [-5.625, 1.483, -1.858], [-5.275, 3.697, -2.928], [-2.968, 4.560, -3.231], [-2.031, -3.514, -2.821], [-1.089, -3.652, -1.642], [-1.485, -2.858, -0.525], [-1.710, -4.156, -3.644], [-2.038, -2.483, -3.182], [-3.046, -3.788, -2.535], [-0.068, -3.388, -1.941], [-1.075, -4.678, -1.273], [-1.637, -1.956, -0.837]], "forces_ev_per_angstrom": [[0.18, -0.34, -0.33], [-0.08, -0.19, -0.15], [-0.02, -0.30, -0.02], [-0.01, 0.35, 0.07], [-0.27, 0.14, 0.25], [0.02, 0.05, -0.04], [-0.12, -0.03, 0.12], [0.11, 0.06, -0.08], [0.02, -0.07, -0.07], [-0.10, 0.19, 0.13], [-0.04, 0.06, -0.10], [0.01, 0.01, 0.01], [-0.03, -0.03, -0.02], [0.02, -0.03, 0.00], [-0.02, 0.04, -0.01], [0.00, -0.01, 0.02], [0.03, 0.00, 0.02], [-0.01, 0.01, 0.02], [0.03, -0.01, 0.01], [0.00, -0.02, 0.03], [0.04, 0.01, -0.03], [0.01, 0.05, -0.03], [0.01, -0.11, 0.08], [-0.03, 0.10, -0.06], [-0.01, -0.07, 0.04], [0.00, 0.07, -0.03], [0.02, 0.05, -0.04], [0.04, 0.03, 0.00], [-0.16, -0.17, 0.03], [0.34, 0.14, 0.19], [0.01, -0.02, 0.01], [0.01, 0.01, -0.01], [0.01, 0.00, 0.00], [0.02, 0.02, 0.09], [0.09, 0.00, 0.00], [-0.06, 0.03, 0.02], [0.00, 0.00, 0.00], [-0.02, 0.02, -0.02], [-0.03, 0.00, -0.02], [-0.01, -0.02, 0.00], [0.00, -0.02, -0.02], [0.01, -0.02, -0.06]]}

[2]
{"formula": "C12H19Cl3N4O3", "method": "wB97M-V/def2-TZVPD", "smiles": "COC(=O)OC.ClC(Cl)Cl.CC#N.CC#N.CC#N.CC#N", "e_homo_ev": -10.86, "relative_energy_kcal_mol": 0.0, "orbital_gap_ev": 11.10, "symbols": ["C", "C", "N", "H", "H", "H", "C", "C", "N", "H", "H", "H", "C", "C", "N", "H", "H", "H", "C", "C", "N", "H", "H", "H", "C", "O", "C", "O", "O", "C", "H", "H", "H", "H", "H", "H", "C", "Cl", "Cl", "Cl", "H"], "positions_angstrom": [[-3.245, -0.614, 0.592], [-2.831, 0.056, 1.838], [-2.544, 0.555, 2.828], [-2.412, -0.805, -0.080], [-3.971, 0.007, 0.077], [-3.653, -1.575, 0.902], [0.899, 2.533, 3.567], [0.842, 3.960, 3.903], [0.805, 5.069, 4.183], [0.872, 2.434, 2.480], [0.077, 1.968, 3.994], [1.889, 2.159, 3.824], [2.281, -4.130, 1.069], [2.103, -2.710, 1.392], [1.976, -1.603, 1.651], [1.314, -4.628, 1.110], [2.930, -4.599, 1.804], [2.703, -4.196, 0.069], [5.309, 3.460, 0.236], [4.329, 2.838, 1.119], [3.526, 2.397, 1.806], [5.045, 3.273, -0.805], [6.292, 3.007, 0.358], [5.330, 4.519, 0.485], [-0.886, -2.522, -2.949], [-2.110, -2.131, -2.299], [-3.079, -1.700, -3.087], [-3.072, -1.653, -4.280], [-4.079, -1.312, -2.301], [-5.175, -0.638, -2.897], [-0.425, -1.628, -3.363], [-1.104, -3.227, -3.750], [-0.288, -2.984, -2.172], [-5.781, -0.250, -2.076], [-5.827, -1.300, -3.463], [-4.825, 0.223, -3.463], [1.414, 1.135, -0.358], [0.564, 2.696, -0.247], [2.737, 1.221, -1.523], [0.314, -0.179, -0.811], [1.756, 0.872, 0.636]], "forces_ev_per_angstrom": [[0.26, 0.10, 0.72], [0.01, -0.19, -0.68], [0.14, 0.15, 0.24], [0.10, 0.13, 0.12], [-0.17, -0.16, -0.01], [-0.28, 0.01, -0.32], [0.44, 0.40, -0.57], [-0.14, -0.76, -0.02], [0.01, 0.42, 0.05], [-0.23, 0.07, 0.10], [0.02, 0.00, 0.20], [-0.22, -0.16, 0.33], [-0.24, 0.43, 0.12], [0.12, -0.56, 0.05], [-0.03, 0.39, 0.03], [0.00, -0.02, -0.12], [0.13, 0.03, -0.08], [0.04, -0.21, 0.02], [0.04, -0.34, 0.05], [0.18, 0.06, -0.27], [-0.08, -0.19, 0.12], [-0.26, 0.29, 0.03], [0.01, 0.12, 0.31], [0.17, 0.05, -0.29], [-0.56, 0.12, -0.23], [0.54, -0.34, 0.45], [-0.40, 0.24, 0.03], [0.15, 0.01, -0.65], [-0.15, -0.11, 0.64], [-0.46, 0.49, 0.23], [0.23, -0.12, 0.02], [0.06, -0.01, 0.02], [0.12, 0.08, -0.03], [0.20, -0.12, 0.10], [0.33, -0.06, -0.32], [-0.05, -0.22, -0.34], [-0.43, 0.03, 0.14], [0.17, -0.40, -0.14], [0.00, 0.01, 0.20], [-0.18, 0.19, -0.18], [0.42, 0.15, -0.09]]}

[3]
{"formula": "C12H19ClLuN5O5S", "method": "wB97M-V/def2-TZVPD", "e_homo_ev": -7.85, "relative_energy_kcal_mol": 61.8, "orbital_gap_ev": 8.01, "symbols": ["Lu", "N", "C", "S", "N", "N", "C", "C", "C", "C", "C", "C", "C", "O", "H", "H", "H", "H", "H", "H", "H", "O", "Cl", "O", "O", "O", "N", "C", "C", "C", "C", "N", "H", "H", "H", "H", "H", "H", "H", "H", "H", "H", "H", "H"], "positions_angstrom": [[-0.283, -0.029, -0.499], [3.130, 2.882, 0.143], [1.945, 2.255, 0.407], [2.022, 0.607, 0.926], [0.859, 2.964, 0.267], [-0.307, 2.288, 0.399], [-1.351, 2.942, 0.772], [-2.633, 2.285, 0.907], [-3.811, 3.032, 0.953], [-5.049, 2.417, 0.973], [-5.139, 1.035, 0.926], [-3.988, 0.264, 0.920], [-2.740, 0.873, 0.950], [-1.571, 0.172, 1.108], [3.933, 2.505, 0.622], [3.072, 3.886, 0.068], [-1.289, 4.014, 0.968], [-3.748, 4.110, 0.947], [-5.948, 3.011, 1.009], [-6.105, 0.552, 0.908], [-4.038, -0.814, 0.900], [-1.123, -1.065, -2.261], [-2.282, -0.153, -2.048], [-2.919, 0.048, -3.327], [-1.568, -1.122, 0.527], [-1.620, 1.130, -1.665], [0.804, -2.364, -0.654], [1.236, -2.914, -1.952], [2.695, -2.580, -2.259], [3.060, -1.101, -2.136], [2.246, -0.186, -3.062], [1.374, 0.722, -2.292], [1.464, -2.670, 0.064], [-0.097, -2.791, -0.418], [0.570, -2.495, -2.708], [1.135, -4.011, -1.978], [2.909, -2.921, -3.274], [3.337, -3.145, -1.580], [4.123, -1.002, -2.362], [2.905, -0.771, -1.107], [1.600, -0.784, -3.706], [2.933, 0.389, -3.699], [0.813, 1.264, -2.952], [1.972, 1.399, -1.809]], "forces_ev_per_angstrom": [[7.37, 1.34, 0.20], [0.10, 0.10, -0.08], [-0.69, -0.15, 0.47], [-0.02, -0.37, 0.19], [0.52, 1.03, -0.28], [-0.43, -0.21, 0.12], [1.10, -0.01, -0.18], [-0.38, -0.79, 0.04], [0.25, -0.28, -0.02], [-0.16, -0.03, -0.02], [0.14, 0.16, -0.01], [0.58, -0.27, 0.09], [-1.23, 0.97, 0.32], [-1.17, 0.57, 1.86], [-0.03, 0.03, -0.10], [0.03, 0.02, 0.05], [0.09, -0.08, -0.01], [0.07, 0.15, -0.01], [-0.06, 0.09, -0.02], [-0.04, -0.04, 0.00], [0.03, -0.08, 0.04], [0.27, -0.56, -0.32], [-3.63, -0.37, -3.05], [-0.04, -0.03, 0.20], [-2.04, -2.25, 1.14], [-0.42, 0.95, -0.40], [-0.28, -0.14, 0.19], [0.24, -0.12, -0.25], [-0.21, 0.16, 0.13], [-0.16, -0.08, -0.13], [0.23, -0.07, 0.01], [-0.05, 0.37, -0.15], [-0.23, 0.23, -0.04], [0.33, 0.06, 0.07], [0.10, -0.14, -0.01], [-0.10, 0.26, -0.01], [0.03, -0.12, 0.00], [0.06, -0.11, -0.03], [0.01, 0.07, 0.09], [0.16, 0.03, -0.05], [0.03, 0.07, -0.10], [-0.24, -0.12, 0.01], [0.08, -0.06, 0.19], [-0.20, -0.16, -0.15]]}

[4]
{"formula": "C12H19F3N3PdS", "method": "wB97M-V/def2-TZVPD", "charge": -1, "e_homo_ev": -1.80, "relative_energy_kcal_mol": 31.8, "orbital_gap_ev": 4.98, "symbols": ["Pd", "F", "C", "F", "F", "C", "C", "C", "C", "N", "C", "S", "H", "H", "H", "C", "N", "C", "C", "C", "N", "C", "C", "H", "H", "H", "H", "H", "H", "H", "H", "H", "H", "H", "H", "H", "H", "H", "H"], "positions_angstrom": [[-0.788, -0.644, -0.366], [-4.021, 0.989, 3.621], [-3.479, 2.121, 3.128], [-4.339, 2.564, 2.189], [-3.611, 3.018, 4.147], [-2.069, 1.996, 2.665], [-1.064, 2.703, 3.298], [0.245, 2.568, 2.859], [0.473, 1.755, 1.754], [-0.463, 1.086, 1.127], [-1.749, 1.125, 1.579], [-2.882, 0.115, 0.851], [-1.300, 3.355, 4.130], [1.056, 3.087, 3.345], [1.480, 1.645, 1.362], [0.614, -3.456, 0.224], [0.956, -2.136, -0.269], [2.063, -1.569, 0.477], [1.238, -2.200, -1.695], [1.548, -0.862, -2.387], [0.558, 0.191, -2.225], [-0.765, -0.220, -2.695], [1.009, 1.373, -2.929], [1.449, -4.174, 0.097], [-0.258, -3.833, -0.311], [0.362, -3.391, 1.281], [3.004, -2.131, 0.309], [1.825, -1.584, 1.541], [2.199, -0.531, 0.178], [0.372, -2.657, -2.186], [2.115, -2.859, -1.885], [1.689, -1.096, -3.467], [2.503, -0.475, -2.017], [-0.719, -0.687, -3.700], [-1.410, 0.663, -2.758], [-1.232, -0.926, -1.944], [1.145, 1.196, -4.014], [1.963, 1.708, -2.521], [0.284, 2.173, -2.794]], "forces_ev_per_angstrom": [[-0.81, -0.79, 2.26], [0.21, -0.15, -0.01], [-0.71, 0.10, 0.27], [0.16, 0.03, -0.20], [0.32, 0.21, 0.15], [0.29, -0.02, -0.12], [-0.17, -0.02, 0.02], [0.11, 0.01, -0.02], [0.22, 0.42, 0.45], [-0.27, 0.07, 0.09], [-0.37, 0.51, 0.58], [0.06, -0.35, -0.39], [-0.01, -0.05, -0.01], [0.10, 0.07, 0.03], [0.06, 0.03, -0.07], [-0.08, -0.12, 0.05], [0.15, -0.05, -0.28], [0.00, 0.02, -0.01], [0.10, 0.10, -0.41], [0.00, -0.11, 0.14], [0.67, 0.07, -1.00], [0.07, 0.74, -0.62], [0.06, 0.02, 0.05], [0.04, 0.01, 0.01], [0.07, 0.08, 0.04], [-0.02, 0.00, -0.01], [-0.03, 0.02, 0.02], [0.00, 0.02, -0.04], [0.06, -0.02, 0.05], [0.11, 0.02, 0.12], [-0.06, 0.04, -0.02], [0.04, -0.03, 0.12], [-0.01, -0.02, -0.08], [0.07, -0.04, -0.05], [0.13, -0.16, -0.06], [-0.56, -0.69, -1.06], [-0.04, 0.00, -0.03], [0.10, 0.03, 0.03], [-0.03, 0.02, 0.00]]}